Computed, not measured: a single C13H13OP molecule in a non-equilibrium geometry, with ωB97M-V with the def2-TZVPD basis set.

Structure (XYZ):
```
28
Properties=species:S:1:pos:R:3:forces:R:3
C 1.2318 1.5473 -3.3120 -1.7 -0.1 -1.1
C 0.8515 0.4598 3.5968 -1.0 0.4 1.3
C 1.9186 0.6058 -2.5150 1.3 0.7 0.5
C -0.2012 1.6801 -3.2346 0.4 -0.6 0.4
C 0.3854 1.3649 2.6625 0.5 -0.7 -0.4
C 0.6637 -0.9225 3.4749 1.0 -0.2 0.5
C 1.2527 -0.0673 -1.5147 -0.4 -1.6 0.3
C -0.8575 0.8928 -2.2459 -0.2 0.0 -0.9
C -0.1264 0.8090 1.4666 0.7 -0.6 3.0
C 0.1477 -1.4777 2.3394 0.1 2.5 -1.9
C -0.1388 0.0241 -1.4159 -1.0 0.4 -0.3
C -0.2320 -0.5818 1.3069 -1.1 0.8 -0.7
C -2.9033 -1.1631 -0.5794 3.0 1.2 0.5
O -0.5726 -2.5209 -0.4517 0.7 -1.4 0.1
P -1.1313 -1.0291 -0.2942 -0.6 -0.4 0.8
H 1.6564 2.0825 -4.1778 0.4 -0.4 0.8
H 1.1433 0.9215 4.5383 0.5 -0.6 0.0
H 3.0349 0.3848 -2.4844 -1.5 0.8 -0.8
H -0.8226 2.2897 -3.9934 1.4 -0.9 1.5
H 0.4968 2.4521 2.9028 -0.3 -1.1 -0.7
H 1.0315 -1.6465 4.1959 0.0 0.5 0.4
H 1.7991 -0.8582 -0.9337 -0.6 1.1 -0.4
H -1.9653 0.7918 -2.1990 0.9 0.4 -0.1
H -0.4745 1.5419 0.8314 -0.8 0.9 -2.1
H 0.2734 -2.4940 2.1046 -0.4 -1.4 0.3
H -3.1710 -2.0072 0.0513 -0.3 0.0 0.1
H -3.3772 -0.2011 -0.3080 0.0 -0.5 -0.2
H 0.0867 -2.8787 0.1880 -0.8 0.8 -0.8
```
Forces are in eV/Å.

Its multiplicity is 1. As for the HOMO energy: -7.49 eV. As for the SMILES: C=P(O)(c1ccccc1)c1ccccc1.